# C71H175N13O15

A cluster of 13 separate species, C71H175N13O15 in total (the ωB97M-V functional and the def2-TZVPD basis, OMol25).

Structure (XYZ):
```
274
Properties=species:S:1:pos:R:3:forces:R:3:mulliken_charge:R:1
O -4.387 0.650 -3.633 0.50 -0.62 -0.46 0.357
O 5.216 1.954 -2.971 0.13 0.80 0.38 -0.117
O 6.398 3.590 4.619 1.38 -0.91 0.05 -0.311
O -1.165 -5.387 -1.792 0.42 1.28 0.88 -0.219
O 1.890 -2.521 4.333 1.17 0.71 0.00 0.698
O -3.224 -2.439 2.907 -0.11 -0.23 -0.11 -0.348
O -1.425 7.285 0.761 -0.94 -1.31 0.20 -0.483
O 1.500 2.984 0.026 -0.16 -0.33 -1.66 1.057
O -2.219 3.503 -7.087 1.55 0.59 -1.04 -0.341
O -4.906 5.492 2.711 -1.15 -0.68 1.04 -0.386
O 4.751 -6.669 5.646 0.39 -0.59 0.38 -0.289
O 0.836 -2.840 -6.823 0.79 -0.18 -0.91 -0.523
O 5.036 -4.501 0.510 0.98 1.32 -1.41 -0.447
O -3.132 2.184 4.479 -0.48 -1.09 -0.06 -0.524
O 0.473 1.103 -1.846 0.07 0.40 0.52 1.037
N -1.168 -3.419 4.461 0.75 1.63 -0.26 -0.443
N 1.765 -5.191 -5.613 0.18 -0.55 -0.30 -0.376
N 3.485 4.061 -1.607 0.67 0.57 -0.27 -0.251
N 5.665 4.393 1.111 -0.50 -1.10 -0.38 -0.653
N -5.712 4.681 0.104 -0.40 -0.43 0.31 -0.669
N -3.369 5.312 -1.810 0.68 -0.12 0.07 -0.464
N -0.405 4.203 5.841 -1.58 0.57 -0.43 -0.591
N -2.151 3.028 -3.539 1.67 -0.75 1.26 0.852
N 2.131 -1.370 5.183 -0.39 -0.50 -0.89 -0.463
N 3.210 -5.589 2.509 0.70 -0.18 -0.52 -0.177
N 0.446 0.055 -0.874 -0.04 -1.67 -0.51 0.511
N -4.949 -0.689 -3.725 -0.93 1.14 0.88 -0.072
N 0.893 -7.849 -3.498 0.99 -0.36 -1.61 -0.735
C -6.650 -2.223 -2.689 1.77 1.73 0.49 -1.157
C 1.614 -2.063 -0.347 0.54 0.79 0.91 -0.973
C -5.841 3.764 1.226 0.55 -1.36 -0.36 0.224
C 0.302 -2.750 -0.496 -0.88 -1.33 1.05 1.226
C 2.208 -2.881 -6.369 -1.46 -0.48 -0.71 -1.113
C 5.355 -7.938 5.953 -0.92 1.23 1.19 -0.817
C 3.105 -4.299 1.852 -0.48 1.19 0.30 1.785
C 3.378 -1.588 5.928 -0.55 1.22 1.86 1.916
C -1.868 3.782 5.659 0.90 0.13 2.02 0.260
C -1.351 6.728 -2.206 0.56 -0.41 0.48 -1.605
C 5.439 4.216 5.393 -1.16 1.30 -1.60 -0.528
C 3.689 -5.431 3.867 -0.81 -0.69 1.13 0.576
C -5.297 -0.629 -1.332 1.55 0.19 -0.10 -0.827
C -1.806 0.509 -0.224 0.22 -0.16 1.05 -0.270
C -2.130 -4.455 -2.219 0.75 -0.78 -0.74 -0.155
C -2.576 6.888 -0.006 -0.21 -0.04 -0.84 -0.615
C -4.853 4.084 2.376 -0.70 0.99 -0.56 0.062
C -2.570 3.593 -5.761 -1.96 -1.20 -0.19 -0.056
C 1.982 -0.144 4.311 -1.26 -1.11 0.25 3.123
C 5.507 3.574 2.359 -0.21 1.73 -1.42 1.149
C 2.274 -3.866 -5.258 1.29 -1.32 0.51 2.215
C -2.890 4.866 5.332 1.08 0.26 0.57 -1.054
C -6.154 5.755 3.450 1.53 -0.19 -0.09 -0.870
C 6.521 1.393 -2.663 -1.99 1.19 -0.62 -0.759
C 3.693 -4.035 -4.760 1.36 1.38 -0.57 -1.533
C -1.244 6.286 1.769 0.35 0.01 0.18 -0.235
C 3.553 -0.296 6.720 0.86 0.44 0.52 -1.744
C -7.083 0.302 -2.717 -0.72 0.37 -1.72 -1.574
C 1.614 -0.859 -1.258 -0.62 0.97 -1.34 2.517
C -4.380 -2.243 2.155 -0.62 -0.38 -0.26 -0.454
C 2.893 -0.115 3.102 1.20 0.20 -0.85 0.190
C -0.854 -1.841 -0.103 -0.02 0.75 -0.68 1.367
C 0.466 -6.989 -2.437 1.09 -0.34 1.14 0.653
C 2.818 -0.008 -1.019 0.75 0.00 1.65 -1.788
C 6.591 4.038 3.300 -1.14 1.07 0.63 -1.038
C -5.560 2.289 0.797 -0.07 0.74 0.41 -0.889
C 5.677 2.112 2.028 -1.19 0.30 -0.83 -0.390
C 1.611 4.400 -0.161 -0.75 -1.08 0.55 0.082
C -0.725 1.876 -5.491 -0.70 0.88 0.83 -0.867
C 2.177 4.681 -1.510 0.10 -1.45 -0.25 -0.628
C -5.824 -2.535 -5.006 -0.50 0.03 -0.51 -1.141
C 3.974 4.064 -2.987 -0.59 -0.86 0.13 -0.439
C -2.181 5.938 -1.186 -0.43 0.86 -0.04 2.494
C -2.541 -3.579 2.386 -0.50 0.47 1.45 -0.056
C -0.943 -0.571 -0.931 1.53 1.20 0.88 2.824
C 0.525 -0.224 3.742 0.88 -0.76 0.27 -1.250
C -1.454 3.142 -4.840 -0.72 -1.04 -0.44 0.342
C -6.003 -0.771 -2.666 -0.41 -0.98 0.26 1.318
C 4.622 -1.879 5.129 -0.04 -1.10 -0.73 -1.175
C -0.432 -4.852 2.695 0.71 1.30 1.18 -1.599
C -0.690 -6.168 -2.817 -1.87 -0.21 -2.12 -0.624
C 2.169 1.089 5.220 0.81 -1.03 -0.89 -1.231
C -0.004 -2.031 -6.084 0.61 1.07 1.30 -0.127
C 1.623 -1.240 -2.774 0.42 -1.42 1.26 -1.286
C 4.420 -3.668 1.463 0.00 1.02 0.13 -0.302
C -6.128 -0.128 -5.960 0.58 -0.70 -0.05 -1.572
C 4.049 -6.768 4.449 1.73 -0.87 -1.85 -0.748
C -1.897 2.782 4.569 1.53 0.25 -1.28 1.063
C -7.060 -2.611 -4.058 0.37 -1.22 -1.62 -0.676
C -3.828 -1.203 -5.745 -0.18 1.24 1.04 -1.634
C -1.390 -0.814 -2.328 0.17 1.21 -1.01 0.343
C 3.539 0.984 5.899 -0.37 -0.42 -0.21 0.006
C 0.920 2.617 1.232 0.43 0.85 0.92 -0.216
C 1.600 -6.069 -1.960 -0.66 -0.71 0.44 0.073
C -1.189 -3.568 3.016 -0.02 -0.93 0.03 1.764
C -5.248 -1.110 -5.127 1.21 0.15 0.65 1.743
C 6.052 -3.728 -0.204 0.06 -1.74 0.21 -0.746
C -3.106 1.304 3.382 -0.04 -0.53 -0.58 0.795
C 5.326 3.403 -3.098 -0.27 -1.40 -2.44 -0.947
C -3.247 3.651 -8.017 -1.38 -0.16 1.49 -0.595
C 3.171 -2.662 7.039 -0.44 0.23 -1.41 -2.039
H 5.910 -7.738 6.886 -0.22 -0.57 -0.46 0.219
H -1.561 -6.821 -3.050 0.44 -0.23 -0.55 0.335
H 4.325 -4.685 -5.396 -0.46 0.17 0.16 0.479
H -1.608 5.120 -0.750 0.21 -0.08 -0.03 -1.556
H -0.376 -5.082 1.655 0.14 -0.14 -0.74 0.077
H -3.975 2.803 -7.828 0.36 0.79 -0.48 0.186
H 7.182 1.704 -3.461 0.58 -0.29 -0.19 0.375
H -2.975 -4.988 -2.637 -0.55 -0.06 -0.11 0.704
H -0.696 -2.719 2.580 0.59 0.41 -0.04 -0.853
H -3.809 4.629 -7.847 0.68 -1.00 -0.59 0.245
H -7.771 0.132 -3.583 0.31 0.03 0.75 0.272
H 1.630 -1.607 0.677 0.34 -0.59 -0.44 -0.570
H -5.613 1.654 1.681 0.11 -0.05 0.17 0.417
H -2.891 2.324 -3.497 0.44 -0.02 -0.41 -0.181
H -4.937 -1.369 2.437 0.04 0.61 0.56 0.250
H -1.399 0.173 -2.849 -0.13 -0.87 0.11 -0.908
H -6.967 5.804 2.729 -0.25 0.12 0.17 0.322
H 4.567 -0.398 7.147 -0.42 0.20 0.32 0.529
H 2.454 -6.602 -1.561 -0.05 -0.25 0.41 0.439
H 2.275 -2.419 7.606 -0.29 -0.19 -0.22 0.453
H 0.957 -5.103 -6.213 -0.15 0.02 -0.07 0.247
H 0.558 -1.161 -5.751 0.05 0.41 0.21 0.188
H -3.461 2.886 -5.682 0.70 0.33 0.62 -0.341
H -1.768 1.430 -0.782 -0.07 0.33 -0.37 -0.533
H 1.451 1.173 6.036 -0.45 -0.18 -0.33 0.360
H -0.404 -2.475 -5.177 -0.09 -0.53 0.28 -0.102
H -1.447 -4.225 4.950 -0.57 -1.06 0.57 0.259
H -2.488 -3.520 1.323 0.21 0.09 -0.95 -0.417
H 1.265 -0.434 -3.392 -0.06 0.09 -0.25 -0.583
H -3.040 4.871 -2.674 -0.15 -0.30 0.34 -0.029
H 2.460 -5.771 -6.119 -0.51 0.83 0.43 0.310
H -3.037 1.870 2.447 -0.26 0.12 -0.12 -0.276
H 1.139 -2.951 4.723 -1.09 -0.30 0.38 0.048
H -0.079 3.026 1.398 -0.10 0.17 -0.13 -0.073
H 3.261 -7.491 4.516 -1.13 -0.12 0.25 0.502
H 4.503 3.814 2.759 0.36 -0.42 0.28 -0.126
H 2.651 -1.530 -3.015 0.11 0.42 -0.18 0.827
H -0.245 6.376 2.192 -0.01 0.33 0.10 0.414
H -3.043 5.594 6.132 0.22 -0.05 0.11 0.454
H -6.712 1.333 -2.882 0.01 -0.47 0.38 0.227
H 1.088 -2.190 -2.913 -0.21 0.59 -0.25 -0.559
H 3.949 -0.152 3.353 -0.01 0.04 0.10 -0.232
H 4.937 -1.060 4.499 0.46 0.35 0.41 0.122
H -5.089 -3.087 2.246 0.30 0.05 -0.16 0.344
H -0.764 3.965 -4.701 0.48 0.09 -0.18 0.221
H 2.036 1.870 4.485 0.16 0.99 0.32 0.160
H 3.972 -2.671 7.767 0.49 -0.06 -0.18 0.436
H 3.091 -3.609 6.508 -0.09 -0.37 0.51 0.197
H -2.377 -3.936 -1.340 -0.72 0.91 0.89 -0.564
H -5.935 -0.762 -0.469 -0.41 -0.24 0.10 0.892
H 2.212 4.688 0.675 0.77 1.00 0.38 0.470
H 2.835 0.797 2.471 -0.51 -0.37 0.46 -0.216
H 1.446 -7.394 -4.246 -0.45 0.15 0.88 0.249
H -0.455 -5.610 -3.765 -0.06 0.03 0.73 0.166
H -5.807 -2.850 -2.328 -0.64 -0.10 -0.26 0.191
H -2.779 3.538 -8.981 -0.22 0.28 -0.42 0.262
H 0.630 4.831 -0.043 -0.50 0.40 -0.02 -0.789
H -1.269 5.268 1.349 -0.27 0.17 0.01 -0.198
H 6.608 5.162 3.251 0.26 -0.72 0.27 0.433
H 1.987 -5.550 -2.810 0.03 0.65 -0.72 -0.532
H 2.940 -5.014 4.533 -0.67 0.29 -0.28 -0.285
H 2.647 -1.913 -6.141 -0.36 0.39 0.25 0.396
H -1.747 -3.768 -2.989 0.06 -0.07 0.17 0.097
H 5.758 3.569 -4.127 -0.38 0.17 0.79 0.405
H 4.318 -2.626 4.391 0.31 -0.33 0.13 -0.188
H -7.882 -2.038 -4.507 0.17 0.22 0.40 0.382
H -6.027 6.708 4.010 -0.11 -0.64 -0.53 0.264
H -4.040 6.001 -2.108 -0.19 0.51 0.06 0.283
H -1.084 2.043 4.648 -0.16 -0.08 0.39 -0.421
H 0.962 1.757 -1.318 -0.21 0.49 -0.29 -0.586
H -1.464 2.753 -2.781 -1.01 0.38 -1.16 -0.367
H -5.037 3.445 3.253 0.08 0.26 -0.08 0.730
H -2.525 5.411 4.451 -0.66 -0.21 -0.03 0.159
H 3.617 1.772 6.620 0.44 0.82 0.17 0.512
H 0.273 0.689 3.216 -0.25 0.39 0.34 -0.791
H 5.521 5.333 5.234 -0.28 -0.88 0.46 0.323
H -6.334 1.897 0.135 0.27 0.24 -0.34 0.304
H 4.588 -8.720 6.062 0.08 0.21 0.34 0.296
H 2.943 0.801 -1.696 0.22 0.41 -0.90 0.665
H 1.169 -5.367 -1.240 0.42 -0.06 0.00 -0.322
H -5.826 0.936 -5.897 -0.21 -0.59 0.38 0.075
H -0.829 -1.636 -6.630 -0.62 -0.10 -0.92 0.346
H -0.320 5.090 6.336 -0.37 -0.03 -0.26 0.234
H -2.002 6.368 2.571 0.24 0.01 -0.42 0.186
H -4.965 4.355 -0.473 0.67 0.06 -0.67 0.148
H -1.668 3.284 3.602 -0.03 0.17 0.18 -0.366
H -4.544 2.201 0.385 -0.33 -0.08 -0.18 -0.233
H -0.887 6.109 -2.984 -0.03 -0.12 0.28 0.171
H -3.035 7.817 -0.388 0.24 -0.30 -0.07 0.461
H -0.094 -0.475 4.608 -0.44 0.35 -0.33 0.836
H -7.435 -3.645 -4.060 0.11 0.14 0.00 0.412
H -3.075 -4.495 2.618 -0.39 -0.33 0.28 0.600
H -3.359 6.382 0.591 0.52 0.22 0.15 0.092
H 0.105 -7.699 -1.677 0.36 0.49 0.48 0.114
H -2.006 7.399 -2.719 -0.53 0.62 -0.35 0.471
H -2.861 0.312 0.024 0.25 -0.51 -0.52 0.118
H -1.856 -2.258 -0.086 -0.01 -0.56 -0.34 -0.510
H 3.715 -0.613 -0.948 0.35 -0.21 -0.50 0.317
H 5.987 -8.267 5.162 0.86 -0.07 -0.73 0.373
H 6.797 1.872 -1.742 0.69 -0.32 0.67 0.307
H 5.136 -3.466 2.279 -0.28 -0.27 0.13 0.850
H 1.749 -3.491 -4.401 -0.79 0.18 0.33 -1.138
H 7.521 3.613 2.985 0.72 0.01 -0.23 0.305
H 2.570 -3.565 2.515 0.36 -0.78 -0.50 -1.224
H 4.410 0.973 5.229 -0.37 0.39 0.00 -0.220
H -1.634 -2.586 4.823 -0.01 -0.46 -0.36 0.252
H 2.814 -0.183 7.545 0.39 -0.37 -0.50 0.300
H -0.581 7.329 -1.709 -0.01 -0.17 -0.09 0.371
H -5.997 -0.387 -7.015 -0.07 -0.06 0.04 0.478
H -1.340 0.742 0.758 -0.09 -0.24 -0.49 -0.461
H 4.433 3.873 5.061 0.22 0.43 0.40 0.096
H 0.883 1.562 1.322 -0.12 -1.07 -0.40 -0.867
H 2.534 -2.713 -0.476 -1.15 0.71 -0.08 1.221
H 4.724 -7.257 3.685 -0.20 0.31 0.40 0.354
H 2.730 -0.977 2.442 -0.19 0.17 0.26 -0.931
H 3.469 3.104 -1.258 -0.20 0.18 -0.15 -0.057
H 6.052 5.327 1.167 -0.30 -0.15 0.44 0.204
H -2.995 4.566 -5.508 0.27 0.40 0.16 0.381
H -0.787 -1.513 -2.916 -0.25 0.11 0.35 -0.852
H 3.954 5.072 -3.406 0.40 0.12 0.31 0.442
H -4.883 0.384 -1.264 0.04 -0.27 0.09 -0.147
H 0.417 -1.027 2.977 0.28 0.43 0.69 -0.525
H -0.441 2.066 -6.530 0.31 0.39 0.34 0.701
H 5.442 1.552 2.928 0.25 -0.43 -0.07 -0.129
H 0.213 -3.204 -1.457 -0.34 -0.03 -0.95 -0.354
H 2.743 -3.284 -7.206 0.44 -0.20 -0.62 0.384
H -1.441 1.055 -5.600 0.00 -0.07 0.49 -0.253
H 0.238 -3.620 0.153 0.19 -0.17 0.29 -1.252
H 4.959 1.844 1.204 0.63 -0.01 0.78 -0.157
H -4.089 -2.099 1.124 -0.19 -0.09 -0.66 0.002
H 6.364 0.326 -2.615 0.32 -0.20 0.15 0.125
H -6.313 4.919 4.166 -0.08 0.56 -0.33 0.330
H 4.814 4.373 0.531 0.74 0.18 0.24 0.155
H -6.892 3.748 1.485 -0.21 0.29 0.86 0.380
H -7.174 -0.296 -5.721 -0.17 0.41 0.04 0.415
H -7.668 0.307 -1.803 -0.07 -0.02 0.10 0.478
H -6.103 -2.816 -6.038 -0.07 -0.03 0.37 0.401
H -2.388 -1.156 -2.231 -1.20 -0.45 -0.46 0.162
H 0.055 3.557 6.455 0.13 -0.60 0.13 0.154
H 2.767 0.445 -0.027 -0.24 0.09 0.22 -0.426
H 0.081 -8.198 -3.977 -0.33 -0.45 -0.16 0.313
H -4.438 -1.342 -1.281 -0.64 0.45 0.05 -0.555
H 6.026 3.770 -2.401 0.75 0.58 1.17 0.481
H 3.736 -4.397 -3.743 0.02 -0.14 0.23 0.237
H -4.026 0.709 3.393 0.30 0.08 -0.03 0.166
H -3.831 -1.588 -6.739 -0.02 -0.39 -0.74 0.529
H 5.685 -2.871 -0.787 -0.43 -0.46 -0.02 0.149
H -5.040 1.367 -3.736 -0.35 -0.72 -0.17 0.044
H -2.220 3.250 6.583 0.24 0.41 -0.53 0.232
H -0.876 -5.678 3.230 -0.14 -0.39 0.15 0.584
H -2.208 0.646 3.333 -0.55 0.14 0.58 -0.382
H -3.835 3.917 2.011 -0.04 -0.03 0.03 -0.455
H -5.011 -3.249 -4.730 -0.61 0.61 0.18 0.228
H 2.547 -4.346 0.906 -0.11 -0.42 0.35 -0.833
H -3.824 4.323 5.231 -0.17 0.31 -0.61 0.321
H 4.192 -2.645 1.057 0.15 -0.67 -0.05 -0.015
H 3.914 -6.135 1.971 -0.71 0.36 0.54 0.564
H 0.135 1.585 -4.871 -0.28 -0.07 -0.24 0.113
H 4.182 -3.016 -4.806 -0.28 -1.01 0.34 0.329
H 1.512 4.239 -2.285 -0.14 0.27 0.27 -0.150
H 0.555 -4.626 3.132 -0.05 -0.79 -0.51 0.224
H 1.596 2.953 2.017 -0.11 0.29 0.61 0.570
H -3.098 -1.719 -5.092 -0.64 -0.05 -0.29 0.127
H 5.445 -2.284 5.752 -0.47 0.35 -0.38 0.579
H 6.739 -3.321 0.521 0.41 0.20 0.42 0.373
H -5.421 5.580 0.454 -0.01 0.34 0.09 0.450
H -0.711 -1.516 0.901 0.36 0.22 1.05 -1.603
H -3.507 -0.155 -5.755 0.34 -0.16 -0.36 -0.044
H 2.219 5.741 -1.689 0.18 0.53 -0.04 0.747
H 6.693 1.983 1.658 0.00 -0.34 0.12 0.453
H 4.519 -4.774 4.029 0.96 0.41 -0.34 0.020
H 3.259 3.510 -3.626 0.21 -0.07 -0.04 0.192
H 5.579 3.947 6.415 0.20 -0.11 0.71 0.259
H 6.630 -4.459 -0.826 -0.68 0.74 0.32 0.279
H -7.435 -2.235 -1.946 -0.30 -0.08 0.15 0.479
```
Forces are in eV/Å.

Net charge: 0
Maximum force (eV Å⁻¹): 2.837
E_tot (eV): -126537.9495
Kohn-Sham gap (eV): 9.1
Highest occupied orbital energy (eV): -8.55